Density functional theory data (ωB97M-V/def2-TZVPD) for a structure of composition C34H38F7N3O5SSbSi2W.

The value obtained for the electronic energy is -104548.4171 eV. The calculation puts the energy above the lowest of the compared OMol25 structures with the same formula, charge and spin at 102.56 kcal/mol. The value obtained for the maximum force is 0.0679 Eh/bohr. The HOMO-LUMO gap (spin up / spin down) is 6.9 / 7.2 eV. Its expectation value of S² is 0.7607.

Structure (ORCA input):
```
! RIJCOSX wB97M-V def2-TZVPD def2/J DEFGRID3
* xyz 2 2
W 3.12325 2.39946 -1.27596
C -3.28758 2.74478 -1.30392
Si -1.47463 2.39413 -1.31598
C -0.65281 3.31033 -2.81755
C -0.81175 2.11211 0.41465
C -1.78038 1.38438 1.08807
C -1.61490 1.03386 2.45932
C -0.55126 1.49885 3.17065
C 0.38447 2.27844 2.51052
C 0.38513 2.53675 1.17442
Si 1.70230 3.77128 0.49481
C 2.60718 4.38061 1.98615
C 0.72839 5.19345 -0.27607
H -3.55153 3.67006 -0.79087
H -3.84894 1.94816 -0.85767
H -3.55713 2.86008 -2.37112
H 0.36686 2.95325 -2.91680
H -0.68202 4.40157 -2.65942
H -1.22419 2.96000 -3.68189
H -2.74986 1.26103 0.64840
H -2.40332 0.49929 2.94034
H -0.52766 1.22591 4.17701
H 1.26648 2.62881 3.05048
H 1.79597 4.71840 2.63382
H 3.20213 5.25531 1.76849
H 3.05987 3.58290 2.56112
H 0.03612 4.86967 -1.02698
H 1.37618 5.95022 -0.73765
H 0.10925 5.47038 0.55567
F -5.34889 -2.31573 -1.38229
C -4.04882 -2.41285 -1.03242
C -3.16022 -1.46661 -1.40964
C -1.82099 -1.54664 -1.01676
C -0.95343 -0.40642 -1.38847
O -1.49426 0.63846 -1.90231
C 0.44309 -0.67734 -1.26302
C 0.83069 -1.70307 -0.42999
N -0.02011 -2.61039 0.16482
C 0.52235 -3.66633 1.08702
C 0.23434 -3.48237 2.51751
C 1.61781 -3.37501 2.00318
C -1.37101 -2.60166 -0.20140
C -2.32225 -3.51353 0.19890
C -3.67641 -3.44318 -0.14965
N -4.67733 -4.40680 0.18009
C -5.36329 -5.15679 -0.90569
C -6.59226 -5.85031 -0.24421
N -7.05947 -5.16527 1.02165
C -5.97275 -5.20279 2.05498
C -4.54412 -5.12301 1.38722
C 1.46727 0.14794 -1.80082
O 2.50738 -0.24457 -2.28147
O 1.24994 1.43650 -1.69094
H -3.48074 -0.73862 -2.08874
H 1.89157 -1.89327 -0.23350
H 0.50720 -4.62681 0.61074
H 0.04927 -4.30754 3.25236
H -0.24126 -2.57858 2.82132
H 2.27889 -4.25492 2.08353
H 2.15768 -2.45166 2.06723
H -2.01175 -4.32351 0.83447
H -4.62464 -5.85608 -1.32746
H -5.70759 -4.46147 -1.70678
H -6.41020 -6.88176 0.03712
H -7.48890 -5.86586 -0.89348
H -7.83671 -5.66274 1.44607
H -7.30037 -4.18595 0.85395
H -6.11228 -6.07560 2.63887
H -6.01711 -4.32876 2.72880
H -4.08414 -6.09018 1.32058
H -3.97567 -4.61035 2.14451
O 4.14541 -0.00635 1.81836
C 4.36244 0.83901 0.97426
O 3.41769 1.14239 0.11193
C 5.69810 1.39035 0.86854
C 6.56025 0.52998 1.50060
C 7.91693 0.77464 1.47322
C 8.38180 1.91308 0.90500
C 7.56027 2.74408 0.11222
C 6.20649 2.46168 0.12021
S 5.03106 3.58548 -0.78507
H 6.16834 -0.34953 2.06871
H 8.62884 0.20003 2.07976
H 9.42370 2.25186 1.04423
H 8.03709 3.56673 -0.36953
F 3.17372 2.94391 -3.07259
Sb 3.56659 4.61493 -4.74372
F 2.42365 5.33262 -3.41605
F 2.15364 3.88276 -5.57735
F 4.61793 3.29761 -5.61955
F 3.96269 6.22025 -5.56371
F 5.09725 4.71242 -3.63746
*
```